a | This record from the Open Molecules 2025 dataset describes the molecule C4H4N2. The level of theory is ωB97M-V with the def2-TZVPD basis set.

Geometry as ORCA input:
```
! RIJCOSX wB97M-V def2-TZVPD def2/J DEFGRID3
* xyz 0 1
C 1.12684 -0.68939 0.02545
C 1.13434 0.70726 0.00784
N 0.01147 1.42892 -0.02279
C -1.11403 0.70915 0.05364
C -1.11212 -0.67017 -0.09191
N 0.01090 -1.37522 -0.18809
H 1.95242 -1.34155 0.28589
H 2.04661 1.26333 -0.18667
H -2.05580 1.24369 0.11579
H -2.00063 -1.27603 0.00085
*
```

Summary:
E_HOMO in eV: -9.80

=====

b | This record from the Open Molecules 2025 dataset describes the molecule C4H4N2. The level of theory is ωB97M-V with the def2-TZVPD basis set.

Geometry as ORCA input:
```
! RIJCOSX wB97M-V def2-TZVPD def2/J DEFGRID3
* xyz 0 1
C 2.11866 -0.23529 0.12107
C 0.97075 0.04771 0.34018
C -0.49748 0.16043 0.40885
N -1.13036 -0.91659 -0.35394
C -0.92849 1.49314 -0.07200
N -1.22729 2.55385 -0.42220
H 3.11753 -0.52939 -0.10332
H -0.84765 0.08212 1.44573
H -0.77603 -0.88390 -1.30776
H -0.78493 -1.79430 0.03186
*
```

Summary:
E_HOMO in eV: -10.37

=====

c | This record from the Open Molecules 2025 dataset describes the molecule C4H4N2. The level of theory is ωB97M-V with the def2-TZVPD basis set.

Geometry as ORCA input:
```
! RIJCOSX wB97M-V def2-TZVPD def2/J DEFGRID3
* xyz 0 1
C 1.20692 -0.88958 -1.47653
C 0.68003 -1.29714 -2.71209
C 0.58357 -0.63992 -0.44195
C 0.43067 -0.13882 0.96056
N -0.50850 -1.29283 -2.72643
N -1.53591 -1.63373 -2.21686
H -2.48019 -1.16059 -2.43592
H -0.70018 -0.24524 1.13713
H 0.84816 0.85184 1.03986
H 0.95770 -0.73872 1.76266
*
```

Summary:
E_HOMO in eV: -8.75

=====

Order of stability, best first: a, b, c

=====

a | This record from the Open Molecules 2025 dataset describes the molecule C5H12N2. The level of theory is ωB97M-V with the def2-TZVPD basis set.

Geometry as ORCA input:
```
! RIJCOSX wB97M-V def2-TZVPD def2/J DEFGRID3
* xyz 0 1
N 2.73843 0.97375 0.49871
C 2.00717 0.54724 -0.59050
C 0.79522 1.02067 -0.98162
C -0.36420 0.09056 -1.33058
C -1.62116 0.14095 -0.36694
C -1.13586 -0.29196 1.03362
N -1.08275 -1.75306 1.20126
H 2.27876 1.50569 1.21971
H 3.26462 0.25505 0.97000
H 2.17583 -0.50266 -0.81870
H 0.60396 2.06813 -0.78453
H -0.05720 -0.95789 -1.28094
H -0.72551 0.34146 -2.32672
H -2.07493 1.10906 -0.33002
H -2.35745 -0.57689 -0.74014
H -1.69829 0.23078 1.81269
H -0.13292 0.10861 1.07686
H -1.97767 -2.18700 1.36146
H -0.63606 -2.12248 0.37640
*
```

Summary:
E_HOMO in eV: -7.77

=====

b | This record from the Open Molecules 2025 dataset describes a structure of composition C5H12N2. The level of theory is ωB97M-V with the def2-TZVPD basis set.

Geometry as ORCA input:
```
! RIJCOSX wB97M-V def2-TZVPD def2/J DEFGRID3
* xyz 0 1
C -2.02002 -0.55859 -0.59302
C -0.66806 0.23048 -0.06593
C 1.59182 1.05597 -0.23693
C 2.59070 -0.08676 0.05538
C 1.30149 -1.04295 0.09103
H -3.07427 1.60594 0.61042
H -3.18602 -0.49354 1.30937
H -2.33142 -0.41093 -1.79415
H -1.95733 -1.72336 -0.43786
H -0.91982 1.24950 -0.27320
H -0.61530 0.38480 0.98495
H 1.02087 1.72817 0.65313
H 1.81847 1.87139 -1.13112
H 3.13018 -0.16274 1.02511
H 3.22414 -0.17172 -0.88040
H 1.54370 -2.36381 -0.13821
H 1.08415 -1.17626 1.28354
N -3.21789 0.20033 0.11711
N 0.68461 -0.13592 -0.57923
*
```

Summary:
E_HOMO in eV: -8.83

=====

c | This record from the Open Molecules 2025 dataset describes a cluster of 2 separate species, C5H12N2 in total. The level of theory is ωB97M-V with the def2-TZVPD basis set.

Geometry as ORCA input:
```
! RIJCOSX wB97M-V def2-TZVPD def2/J DEFGRID3
* xyz 0 1
C 1.19049 1.08773 -1.37489
N 1.20264 -0.12176 -0.97997
C 0.71398 -0.42684 0.29624
C 1.65642 -1.35480 1.03506
C -0.82115 -1.25247 0.08198
H 1.56198 1.30003 -2.36740
H 0.99791 1.93913 -0.71497
H 0.49105 0.45580 0.91622
H 1.93181 -2.19776 0.40289
H 1.18584 -1.72770 1.94157
H 2.55884 -0.81296 1.32423
H -1.14233 -1.43001 1.10119
H -0.47871 -2.17189 -0.38080
H -1.64568 -1.01797 -0.58131
C -1.84592 1.37083 -0.49613
N -1.42224 1.97351 0.52973
H -1.16016 1.31601 -1.36305
H -2.87354 1.02816 -0.66011
H -2.10125 2.04298 1.28955
*
```

Summary:
E_HOMO in eV: -9.39

=====

d | This record from the Open Molecules 2025 dataset describes a structure of composition C5H12N2. The level of theory is ωB97M-V with the def2-TZVPD basis set.

Geometry as ORCA input:
```
! RIJCOSX wB97M-V def2-TZVPD def2/J DEFGRID3
* xyz 0 1
C 0.55430 -1.77208 1.19921
C -0.99668 1.01129 0.77864
N 0.86650 -0.52020 1.83565
H 1.82497 -0.27632 1.59207
H -0.42518 -2.12149 1.53903
H 1.29965 -2.54986 1.40617
H 0.45670 -1.68049 0.09750
H -1.11813 2.06102 0.57036
H 0.05558 0.64323 1.57456
H -1.72079 0.42450 1.31678
C 0.43880 0.53658 -1.43293
C -1.85697 0.12881 -1.49850
C 1.52912 1.06975 -0.88028
N -0.81265 0.47007 -0.80740
H 0.49759 0.07542 -2.41003
H -2.80575 0.00579 -0.99742
H -1.78197 -0.13845 -2.54231
H 2.47123 1.04390 -1.40522
H 1.52369 1.58854 0.06411
*
```

Summary:
E_HOMO (spin up / spin down) in eV: -5.76 / -5.76

=====

Order of stability, best first: a, c, d, b

=====

a | This record from the Open Molecules 2025 dataset describes the molecule C5H12N2. The level of theory is ωB97M-V with the def2-TZVPD basis set.

Geometry as ORCA input:
```
! RIJCOSX wB97M-V def2-TZVPD def2/J DEFGRID3
* xyz 0 1
C 1.36859 -0.72521 -1.60139
C 0.98176 0.32422 -0.56339
C -0.08330 1.19544 -1.27119
C 0.27228 -0.28224 0.63494
N 0.65033 0.02123 2.02613
N -0.56894 0.49958 1.50327
C -1.80581 0.02570 2.02152
H 1.14380 -1.72265 -1.18745
H 2.49774 -0.64339 -1.82720
H 0.73719 -0.53005 -2.46403
H 1.83160 1.12021 -0.34365
H -0.98901 0.62018 -1.78098
H 0.41837 1.67800 -2.11257
H -0.62308 1.89983 -0.59423
H 0.06530 -1.32658 0.47898
H 0.55829 -0.77909 2.64272
H -2.38326 0.99051 2.22947
H -2.40083 -0.41343 1.24682
H -1.81779 -0.35124 3.03348
*
```

Summary:
E_HOMO in eV: -8.31

=====

b | This record from the Open Molecules 2025 dataset describes the molecule C5H12N2. The level of theory is ωB97M-V with the def2-TZVPD basis set.

Geometry as ORCA input:
```
! RIJCOSX wB97M-V def2-TZVPD def2/J DEFGRID3
* xyz 0 1
C 0.97554 -0.85543 1.65297
C -0.06832 -0.00437 1.34407
N -0.68321 0.67914 2.51027
C -0.80236 0.26646 0.14132
C 0.14058 0.26745 -1.20350
C 0.32882 -1.23492 -1.65261
N -0.38529 1.41632 -2.03432
H 1.35997 -1.07917 2.68960
H 1.28376 -1.74817 1.10973
H -0.26076 0.56571 3.46504
H -1.16439 1.48537 2.52819
H -1.36300 1.41117 0.02707
H -1.59180 -0.41713 0.10660
H 1.06564 0.72283 -0.66195
H -0.40192 -2.03393 -1.50399
H 0.81874 -1.31150 -2.56894
H 1.09159 -1.49356 -0.99453
H 0.31813 2.13901 -2.00633
H -0.66172 1.22471 -2.94869
*
```

Summary:
E_HOMO in eV: -8.02

=====

c | This record from the Open Molecules 2025 dataset describes a cluster of 2 separate species, C5H12N2 in total. The level of theory is ωB97M-V with the def2-TZVPD basis set.

Geometry as ORCA input:
```
! RIJCOSX wB97M-V def2-TZVPD def2/J DEFGRID3
* xyz 0 1
C -1.37930 0.84452 0.05553
C -0.59419 0.41017 1.32957
C 0.23712 -1.00181 1.32525
N 2.65243 0.76419 0.30969
C 2.33242 -0.32011 -0.26990
C 1.01076 -1.11809 0.06153
N -2.35132 -0.05547 -0.72439
H -0.51128 1.12908 -0.71140
H -1.94895 1.78639 0.25987
H -1.34503 0.40560 2.13958
H 0.14279 1.14273 1.53579
H 0.86496 -0.84810 2.27438
H -0.53402 -1.72507 1.53250
H 0.66364 0.71026 -2.28705
H 1.36374 0.71251 -2.49600
H 2.92896 -0.77153 -1.11317
H 0.88763 -2.00284 -0.59016
H -2.66770 0.61486 -1.41177
H -1.75265 -0.67733 -1.21986
*
```

Summary:
E_HOMO in eV: -7.72

=====

Order of stability, best first: b, a, c

=====

a | This record from the Open Molecules 2025 dataset describes the molecule C5H12N2. The level of theory is ωB97M-V with the def2-TZVPD basis set.

Geometry as ORCA input:
```
! RIJCOSX wB97M-V def2-TZVPD def2/J DEFGRID3
* xyz 0 1
C 0.93391 0.60001 -2.06860
C 0.61541 0.48889 -0.78138
C -0.85820 0.52799 -0.39714
C -1.26237 -0.59243 0.65733
N -2.53557 -1.09301 -0.02050
N 1.48802 -0.09804 0.14638
C 1.70444 0.57216 1.40210
H 0.27015 0.98406 -2.82991
H 1.84585 0.22215 -2.55637
H -1.40096 0.35965 -1.30941
H -1.34983 1.40521 0.03740
H -0.48040 -1.36157 0.66301
H -1.46716 -0.19323 1.64255
H -2.29150 -1.84245 -0.66818
H -3.15493 -1.59588 0.61065
H 2.30641 -0.53783 -0.23049
H 1.49207 1.59082 1.69201
H 2.78047 0.46116 1.65319
H 1.36416 0.10236 2.35736
*
```

Summary:
E_HOMO in eV: -7.95

=====

b | This record from the Open Molecules 2025 dataset describes a cluster of 2 separate species, C5H12N2 in total. The level of theory is ωB97M-V with the def2-TZVPD basis set.

Geometry as ORCA input:
```
! RIJCOSX wB97M-V def2-TZVPD def2/J DEFGRID3
* xyz 0 1
H 1.06751 -1.79797 -1.80526
N 0.74482 -2.33662 -0.99593
C 0.04568 -1.65780 -0.18720
C -0.70482 0.02416 -0.34463
C -1.79889 0.21733 0.41250
C -0.70375 0.33541 -1.81714
H -0.20846 -2.14862 0.76504
H -1.82210 -0.03353 1.46114
H -2.75355 0.40759 -0.05369
H 0.32265 0.35042 -2.18888
H -1.21419 -0.43111 -2.39792
H -1.15498 1.30812 -2.02548
C 1.10083 0.70668 1.88141
N 0.88782 1.05059 0.47751
H 0.38785 0.00992 2.31434
H 1.01593 1.58860 2.51348
H 2.07859 0.23743 2.02720
H 1.47536 1.82416 0.15600
H 1.23371 0.34526 -0.19250
*
```

Summary:
E_HOMO in eV: -7.36

=====

c | This record from the Open Molecules 2025 dataset describes the molecule C5H12N2. The level of theory is ωB97M-V with the def2-TZVPD basis set.

Geometry as ORCA input:
```
! RIJCOSX wB97M-V def2-TZVPD def2/J DEFGRID3
* xyz 0 1
C -0.29033 3.34939 -0.83417
C 0.02128 2.10682 -0.43336
C -0.80044 1.29207 0.45090
C -0.88617 -0.21235 0.07260
N 0.35178 -0.83939 -0.37343
C 1.05157 -1.77386 0.52904
N 0.48815 -3.13064 0.41534
H -0.09340 3.66008 -1.85559
H -0.88810 4.01518 -0.23178
H 0.79626 1.56043 -0.96478
H -1.80166 1.60043 0.76129
H -0.37060 1.13219 1.48037
H -1.50554 -0.20424 -0.82505
H -1.27707 -0.74773 0.93918
H 0.07661 -1.45756 -1.12844
H 0.81744 -1.42849 1.54128
H 2.08816 -1.73500 0.18969
H 0.60279 -3.62844 1.28808
H 0.95468 -3.69915 -0.28254
*
```

Summary:
E_HOMO in eV: -8.75

=====

d | This record from the Open Molecules 2025 dataset describes a cluster of 3 separate species, C5H12N2 in total. The level of theory is ωB97M-V with the def2-TZVPD basis set.

Geometry as ORCA input:
```
! RIJCOSX wB97M-V def2-TZVPD def2/J DEFGRID3
* xyz 0 1
C 1.43128 -1.17851 -0.12679
C -2.34452 1.18366 0.44109
C 2.54744 -0.26987 0.28778
N -0.36113 0.66589 0.25886
C -0.53971 -0.56910 -0.08820
N 0.24864 1.56638 -0.58621
C -1.31686 -1.63271 -0.13536
H -0.21463 1.64152 -1.48803
H 0.31676 2.46979 -0.13349
H 1.44889 -1.46132 -1.17760
H 1.32149 -2.04808 0.51775
H -2.76426 1.25729 -0.55960
H -2.17724 2.15394 0.90024
H -2.88489 0.49676 1.08489
H -0.89746 -2.61343 -0.32610
H -2.39043 -1.55117 -0.02848
H 2.63460 0.59147 -0.38066
H 3.51722 -0.78656 0.22594
H 2.42480 0.08405 1.31398
*
```

Summary:
E_HOMO in eV: -7.49

=====

Order of stability, best first: c, a, b, d

=====

a | This record from the Open Molecules 2025 dataset describes the molecule C5H12N2. The level of theory is ωB97M-V with the def2-TZVPD basis set.

Geometry as ORCA input:
```
! RIJCOSX wB97M-V def2-TZVPD def2/J DEFGRID3
* xyz 0 1
C 0.50028 1.40512 -1.79755
C 0.50806 0.45675 -0.85266
C -0.59022 -0.57314 -0.86178
C -1.27100 -0.80299 0.48035
N -2.40915 0.14351 0.62013
N 1.63009 0.26062 -0.07686
C 1.74869 -0.34153 1.22068
H -0.16622 1.35588 -2.64864
H 1.14980 2.27011 -1.85664
H -1.28174 -0.31687 -1.65401
H -0.04125 -1.45940 -1.20272
H -0.56478 -0.66616 1.28425
H -1.74883 -1.78005 0.49917
H -3.19501 -0.32399 1.05535
H -2.21317 0.91569 1.24648
H 2.41726 0.81978 -0.34957
H 1.29963 0.28596 2.01153
H 1.42870 -1.36022 1.36579
H 2.79888 -0.28907 1.51671
*
```

Summary:
E_HOMO in eV: -7.63

=====

b | This record from the Open Molecules 2025 dataset describes a cluster of 2 separate species, C5H12N2 in total. The level of theory is ωB97M-V with the def2-TZVPD basis set.

Geometry as ORCA input:
```
! RIJCOSX wB97M-V def2-TZVPD def2/J DEFGRID3
* xyz 0 1
C -0.25947 1.99056 -0.03132
C -0.16780 0.53226 0.37676
N -0.25518 0.37639 1.79886
C -1.05991 -0.38694 -0.40547
N -1.55003 -1.59426 0.23486
H 0.54721 2.57695 0.41191
H -0.19906 2.08528 -1.11418
H -1.20933 2.41318 0.30034
H 0.97078 0.14891 -0.04344
H 0.35494 1.01564 2.29267
H -0.05062 -0.57015 2.09586
H -1.90337 0.15949 -0.82915
H -0.39138 -0.75876 -1.26756
H -0.80099 -2.25814 0.39013
H -1.99725 -1.38554 1.11898
C 1.52489 -1.35901 -1.66068
C 2.11607 -0.62853 -0.86634
H 1.32052 -2.22958 -2.23463
H 3.01000 -0.12775 -0.56758
*
```

Summary:
E_HOMO in eV: -8.05

=====

Order of stability, best first: a, b

=====

a | This record from the Open Molecules 2025 dataset describes the molecule C5H12N2. The level of theory is ωB97M-V with the def2-TZVPD basis set.

Geometry as ORCA input:
```
! RIJCOSX wB97M-V def2-TZVPD def2/J DEFGRID3
* xyz 0 1
C -0.48486 2.30744 -0.99700
C 0.20180 0.94473 -1.44755
C 0.39816 -0.00009 -0.34064
N 1.60261 -0.45859 -0.15440
C 1.59565 -1.72408 0.62295
N -0.65900 -0.68286 0.18218
C -1.17299 -0.94299 1.53915
H -0.62923 2.99619 -1.87846
H 0.22766 2.97055 -0.39935
H -1.47376 2.62975 -0.64550
H 1.06680 1.36607 -2.13886
H -0.50210 0.39094 -2.14145
H 2.58980 -2.25242 0.44365
H 1.83801 -1.37926 1.77750
H 0.70889 -2.39524 0.41143
H -1.44499 -0.61875 -0.50742
H -0.89152 -2.09013 1.80739
H -0.58791 -0.40393 2.49226
H -2.38303 -0.65734 1.37412
*
```

Summary:
E_HOMO in eV: -8.57

=====

b | This record from the Open Molecules 2025 dataset describes the molecule C5H12N2. The level of theory is ωB97M-V with the def2-TZVPD basis set.

Geometry as ORCA input:
```
! RIJCOSX wB97M-V def2-TZVPD def2/J DEFGRID3
* xyz 0 1
N -0.97588 0.46250 2.55272
C 0.16153 0.06856 1.74796
C -0.01589 0.33265 0.27115
C -0.92043 -0.53212 -0.57127
C -0.48429 -0.17931 -1.97635
C 1.05026 -0.12098 -1.84038
N 1.35390 0.17624 -0.41416
H -1.14739 -0.10867 3.36486
H -1.81546 0.44988 1.99640
H 0.43468 -1.00628 1.82346
H 1.03379 0.62025 2.11608
H -0.26151 1.39883 0.16526
H -1.97847 -0.38661 -0.31828
H -0.82047 -1.61752 -0.45091
H -0.92985 -0.90524 -2.65460
H -0.77621 0.82659 -2.28212
H 1.43875 0.70425 -2.43005
H 1.55974 -1.05598 -2.07438
H 1.69062 -0.55470 0.20142
*
```

Summary:
E_HOMO in eV: -8.85

=====

c | This record from the Open Molecules 2025 dataset describes the molecule C5H12N2. The level of theory is ωB97M-V with the def2-TZVPD basis set.

Geometry as ORCA input:
```
! RIJCOSX wB97M-V def2-TZVPD def2/J DEFGRID3
* xyz 0 1
C -1.80603 -1.97105 -0.28122
C -1.19416 -1.14966 -1.11949
C 0.27879 -0.83182 -1.08609
C 0.73566 -0.09646 0.17899
N 2.10148 0.34823 0.01537
C -0.29445 0.97544 0.64046
N 0.36269 2.00332 1.43442
H -1.28414 -2.56730 0.45634
H -2.87961 -2.10024 -0.29898
H -1.76506 -0.72235 -1.93861
H 0.51110 -0.16663 -1.92178
H 0.88381 -1.72818 -1.16336
H 0.74906 -0.80433 1.01199
H 2.18962 1.15141 -0.59167
H 2.54692 0.49844 0.91472
H -0.73713 1.38856 -0.27214
H -1.08205 0.54501 1.25297
H -0.28244 2.63393 1.89059
H 0.96594 2.59368 0.87748
*
```

Summary:
E_HOMO in eV: -8.97

=====

Order of stability, best first: b, c, a